ORCA calculation (the ωB97M-V functional and the def2-TZVPD basis) on a cluster of 2 separate species, C5H14S in total.

XYZ file:
```
20
Properties=species:S:1:pos:R:3:forces:R:3:lowdin_charge:R:1
C -1.094339 -0.355890 0.473667 -1.66 -0.74 -0.16 -0.527
C -1.470113 -0.761496 1.912433 -0.15 0.15 -0.03 -0.139
C -0.015864 -3.005464 0.208224 0.93 -0.21 -0.87 -0.410
S 0.016210 -1.369714 -0.588625 -0.07 0.22 0.87 0.781
H -2.024378 -0.404926 -0.096091 -0.01 0.31 0.06 0.049
H -0.819343 0.680738 0.500780 0.70 0.36 -0.41 0.042
H -1.100538 -1.728274 2.206550 0.37 -0.18 0.24 0.032
H -2.557245 -0.844780 2.026036 0.15 0.13 -0.19 0.075
H -0.579790 -3.126568 1.111940 -0.43 0.26 0.21 0.012
H -0.311772 -3.772208 -0.510717 -0.18 0.19 0.05 0.029
H 1.024848 -3.182984 0.446913 0.15 -0.32 0.24 0.017
H -1.147035 -0.009483 2.634486 0.19 -0.19 -0.03 0.070
C 0.746111 2.550166 -1.743071 0.11 -0.98 -0.51 -0.168
C 1.774315 1.902649 -0.808660 -0.53 1.49 0.11 -0.175
H 1.162750 2.595868 -2.753562 -0.02 0.27 0.07 0.063
H -0.142388 1.928053 -1.852381 -0.17 0.02 0.18 0.049
H 0.436696 3.536903 -1.428626 0.04 0.26 0.10 0.058
H 2.007156 0.898222 -1.081865 0.06 -0.71 -0.10 0.026
H 2.671203 2.507048 -0.883013 0.39 -0.05 0.20 0.057
H 1.423514 1.962137 0.225577 0.14 -0.28 -0.05 0.060
```
Positions in Å, forces in eV/Å.

Kohn-Sham gap in eV: 9.264
Relative energy (zero: lowest compared OMol25 entry of this formula, charge and spin) in kcal/mol: 17.0
Total energy in eV: -16246.5657
Maximum force in eV/A: 1.83
Total charge: 0

---

ORCA calculation (the ωB97M-V functional and the def2-TZVPD basis) on the molecule C6H12O.

XYZ file:
```
19
Properties=species:S:1:pos:R:3:forces:R:3:lowdin_charge:R:1
C 1.992373 -0.595882 -0.343222 0.07 -0.12 -0.28 -0.050
C 0.578419 -0.428058 0.151376 -0.14 0.79 -0.91 -0.462
O 0.654564 -0.437888 1.602870 0.06 1.11 -0.27 -0.033
C 0.079204 0.992535 -0.745361 0.36 -0.30 0.77 -0.119
C -1.060504 1.335539 0.164492 -0.08 0.02 0.28 -0.228
C -1.765679 -0.036256 0.310452 -0.23 -0.08 0.05 -0.172
C -0.736835 -1.139228 -0.111885 -0.01 -0.02 -0.24 -0.141
H 2.413909 0.396118 -0.133733 0.31 -0.35 -0.20 0.085
H 1.993169 -0.748128 -1.419175 0.26 -0.10 -0.11 0.088
H 2.638820 -1.323097 0.164997 -0.39 -0.25 -0.16 0.081
H 1.510900 -0.804481 1.885425 -0.45 0.44 -0.44 0.093
H 0.862584 1.744212 -0.912965 -0.08 -0.12 0.61 0.098
H -0.330497 0.820962 -1.778354 0.64 -0.82 0.88 0.122
H -0.568253 1.618506 1.095109 -0.49 0.10 0.30 0.102
H -1.744856 2.137032 -0.129152 0.15 -0.13 -0.15 0.107
H -2.647154 -0.099831 -0.331666 -0.01 0.05 0.08 0.103
H -2.090268 -0.163145 1.344811 -0.02 -0.21 -0.12 0.104
H -0.788840 -1.323593 -1.184512 -0.29 -0.18 -0.02 0.108
H -0.924517 -2.069862 0.434667 0.35 0.16 -0.07 0.115
```
Positions in Å, forces in eV/Å.

Kohn-Sham gap in eV: 10.311
Relative energy (zero: lowest compared OMol25 entry of this formula, charge and spin) in kcal/mol: 40.2
Total energy in eV: -8462.6113
Maximum force in eV/A: 1.36
Total charge: 0

---

ORCA calculation (the ωB97M-V functional and the def2-TZVPD basis) on a structure of composition C3H9O3P.

XYZ file:
```
16
Properties=species:S:1:pos:R:3:forces:R:3:lowdin_charge:R:1
C -1.802350 -1.036500 -1.175123 1.00 0.15 0.60 -0.130
C -0.349479 2.353254 0.358354 1.03 0.36 0.55 -0.081
C 2.148967 -1.054423 -0.136538 -1.46 -2.52 -1.71 -0.301
O -1.411303 -0.645387 1.395867 0.49 -0.31 0.45 -0.138
O -0.957907 1.246863 -0.356610 0.81 1.42 1.07 -0.258
O 1.240933 -0.535401 0.742980 -3.83 1.34 -0.08 -0.355
P -0.870948 -0.282031 -0.032321 1.40 0.07 -0.86 0.721
H -1.706158 -1.109634 -2.226588 0.37 0.70 -0.86 0.001
H -2.065535 -1.977261 -0.796496 -0.58 -1.41 0.72 -0.017
H 0.598935 2.150848 0.862832 0.33 -0.76 -0.89 0.082
H -0.860275 2.728473 1.230813 -1.44 -0.33 -0.03 0.079
H -0.217865 3.208513 -0.304114 -0.11 -0.45 -0.32 0.089
H 1.546874 -1.646674 -0.982783 1.42 0.45 1.50 0.087
H 2.779435 -1.765532 0.470754 -0.12 0.63 -1.10 0.085
H 2.681066 -0.335228 -0.745199 0.69 0.46 0.30 0.049
H -0.754387 -1.299884 1.694165 0.01 0.20 0.67 0.086
```
Positions in Å, forces in eV/Å.

Kohn-Sham gap (alpha / beta) in eV: 8.769 / 8.768
Relative energy (zero: lowest compared OMol25 entry of this formula, charge and spin) in kcal/mol: 72.9
Total energy in eV: -18685.5554
Maximum force in eV/A: 4.06
Total charge: 0

---

ORCA calculation (the ωB97M-V functional and the def2-TZVPD basis) on a structure of composition C23H37FN3NiO4P2.

XYZ file:
```
71
Properties=species:S:1:pos:R:3:forces:R:3:lowdin_charge:R:1
Ni -0.186995 -0.049530 -0.203334 0.05 0.42 -0.85 0.143
C -3.318626 -1.082689 -0.841701 -0.23 -0.11 -0.07 -0.214
P -1.839730 -0.348351 -1.553904 0.40 0.21 0.46 0.833
C -2.376903 1.207340 -2.295886 -0.06 0.08 -0.04 -0.213
C -1.345359 -1.408085 -2.963822 0.12 -0.10 -0.06 -0.371
C 0.083827 -1.002368 -3.350540 0.03 -0.01 -0.12 -0.386
P 1.109134 -0.883813 -1.830570 -0.41 0.01 0.64 0.850
C 1.627725 -2.600805 -1.523453 0.10 -0.10 -0.09 -0.232
C 2.627575 -0.055193 -2.350774 0.10 0.02 -0.04 -0.228
H -4.107212 -1.182632 -1.590592 -0.01 -0.01 0.04 0.054
H -3.650234 -0.431147 -0.035255 0.04 0.03 0.00 0.052
H -3.085311 -2.061831 -0.424692 0.04 0.00 0.00 0.044
H -3.158167 1.047848 -3.040624 -0.03 0.01 0.03 0.054
H -1.531201 1.714781 -2.758922 0.01 -0.04 -0.02 0.049
H -2.735852 1.840607 -1.485650 0.00 -0.02 0.02 0.051
H -2.037475 -1.340245 -3.805364 0.01 0.04 0.00 0.089
H -1.359596 -2.445590 -2.617288 -0.01 0.01 0.03 0.081
H 0.080264 -0.010014 -3.810183 0.00 0.01 0.02 0.082
H 0.536706 -1.685030 -4.073591 -0.05 -0.02 0.00 0.088
H 2.121773 -3.045746 -2.390007 0.00 0.03 0.01 0.050
H 0.757345 -3.199087 -1.253446 -0.01 0.02 0.01 0.040
H 2.317616 -2.612751 -0.678111 -0.01 0.02 0.02 0.046
H 3.103984 -0.604319 -3.164866 0.03 0.03 0.01 0.052
H 3.309206 0.012664 -1.503024 -0.02 -0.01 0.03 0.053
H 2.405481 0.959902 -2.677530 -0.03 0.00 0.01 0.054
C 2.894804 -3.006808 6.322764 -0.02 0.01 0.13 -0.059
C 3.412780 -3.326514 4.933981 0.05 -0.03 -0.30 -0.188
N 2.440855 -3.036975 3.875436 -0.14 -0.02 0.07 -0.033
C 2.532828 -1.862079 3.206950 0.00 0.09 -0.08 0.030
C 1.673237 -1.384748 2.263541 0.22 -0.24 0.12 -0.011
C 2.071076 0.001924 1.715540 -0.22 0.26 0.28 -0.601
O 3.094960 0.483639 2.192195 0.11 -0.11 -0.12 0.020
O 1.309002 0.581744 0.883866 -0.13 -0.37 -0.27 -0.078
C 0.526042 -2.192128 1.933220 -0.23 0.13 -0.05 -0.298
O -0.371342 -1.897427 1.138776 0.15 -0.27 0.03 -0.001
C 0.430864 -3.489679 2.658812 0.06 0.20 -0.04 -0.038
C -0.645576 -4.330708 2.390705 -0.10 0.06 -0.10 0.085
C -0.795285 -5.505350 3.066852 0.15 -0.16 0.30 -0.191
F -1.878739 -6.277005 2.820470 -0.03 -0.03 -0.02 0.063
C 0.129699 -5.916272 4.040023 -0.10 -0.08 -0.18 -0.146
C 1.208733 -5.092221 4.296505 0.02 0.11 -0.11 0.049
C 1.366786 -3.869891 3.623995 0.14 -0.12 0.14 -0.126
N 0.025267 -7.130867 4.783779 0.00 0.11 0.14 -0.105
C -0.098138 -7.002530 6.230049 -0.04 0.08 0.06 -0.126
C 0.741277 -8.111509 6.873699 0.07 -0.28 -0.08 -0.067
N 0.840315 -9.237134 5.867161 -0.05 0.13 0.01 0.051
C -0.493080 -9.456217 5.206434 0.19 -0.06 0.14 -0.072
C -0.777129 -8.247332 4.300531 0.01 0.02 -0.10 -0.134
H 3.661419 -3.226461 7.066296 0.00 0.01 0.00 0.082
H 2.002817 -3.583474 6.571876 -0.01 -0.02 -0.03 0.061
H 2.636413 -1.951463 6.404756 0.02 0.01 -0.03 0.090
H 3.727125 -4.368026 4.837248 -0.02 0.01 0.06 0.114
H 4.291804 -2.727532 4.703240 0.00 0.01 0.08 0.127
H 3.378444 -1.231136 3.454413 0.01 0.00 -0.01 0.142
H -1.384469 -4.021485 1.662491 0.03 0.03 0.00 0.139
H 1.941106 -5.413616 5.024057 -0.01 -0.01 -0.01 0.108
H -1.146024 -7.071174 6.548395 0.01 -0.02 0.01 0.139
H 0.271481 -6.035712 6.561888 -0.01 -0.01 -0.04 0.128
H 0.291808 -8.529077 7.772840 -0.01 0.07 0.01 0.137
H 1.763160 -7.804712 7.089050 -0.03 0.07 0.02 0.135
H 1.190863 -10.088959 6.301460 -0.02 -0.01 0.04 0.184
H 1.506786 -8.944357 5.150151 -0.02 0.00 -0.04 0.182
H -1.206310 -9.551815 6.023362 -0.06 -0.01 -0.07 0.136
H -0.454299 -10.395115 4.659911 -0.05 0.03 -0.04 0.138
H -1.853786 -8.061659 4.315973 -0.01 0.03 0.00 0.130
H -0.490936 -8.470530 3.274107 -0.01 0.03 -0.03 0.139
C -1.507600 1.035173 1.996075 -0.12 -0.07 0.14 -0.237
O -1.510659 0.999803 0.601130 0.11 -0.14 0.06 -0.418
H -2.439125 0.617844 2.414608 0.00 0.00 -0.05 0.067
H -1.424143 2.065345 2.364986 0.03 0.01 -0.04 0.076
H -0.681780 0.468155 2.445208 0.00 0.06 -0.01 0.053
```
Positions in Å, forces in eV/Å.

Kohn-Sham gap (alpha / beta) in eV: 5.714 / 5.804
Relative energy (zero: lowest compared OMol25 entry of this formula, charge and spin) in kcal/mol: 0.0
Total energy in eV: -99444.9472
Maximum force in eV/A: 0.95
Total charge: +1

---

ORCA calculation (the ωB97M-V functional and the def2-TZVPD basis) on a cluster of 2 separate species, C10H15NO2 in total.

XYZ file:
```
28
Properties=species:S:1:pos:R:3:forces:R:3:lowdin_charge:R:1
C -0.831201 -0.343288 3.634664 0.39 -1.30 -0.91 -0.050
C 1.421087 -0.860430 0.657932 0.02 -1.53 -0.60 -0.076
C 0.435689 -1.143221 1.590411 0.51 3.42 0.77 -0.030
C 1.865723 0.389718 0.402806 0.42 3.80 1.85 -0.356
C 0.016449 -0.075734 2.413185 0.49 -0.60 -0.43 -0.248
C 1.522578 1.506964 1.259957 -1.30 -2.31 -0.51 0.028
C 0.606417 1.201452 2.254330 -0.27 -1.54 -1.14 -0.042
O 2.728858 0.725003 -0.601009 1.72 -3.05 -1.05 -0.013
H 1.885270 -1.666841 0.095469 -0.27 -0.10 -0.21 0.121
H 0.025387 -2.088297 1.694685 -0.53 -1.76 0.26 0.095
H 3.196608 -0.154246 -0.867996 -1.03 2.37 0.41 0.164
H 1.786183 2.538470 1.100485 0.51 -0.07 -0.27 0.112
H -0.742584 0.480056 4.285568 0.45 0.62 1.27 0.056
H -0.461218 -1.309495 4.006267 -0.05 0.57 0.69 0.087
H 0.192948 1.930871 2.876737 -0.16 1.35 0.95 0.089
H -1.890901 -0.494389 3.550062 -0.66 0.01 -0.84 0.070
C -1.109031 -0.468931 -1.668571 -0.95 -0.76 -0.56 -0.130
C -1.999817 -1.198544 -2.785256 1.52 -1.69 0.46 -0.102
C -0.787129 0.897075 -2.334986 -0.52 -0.59 -0.36 -0.568
O -1.680438 1.512955 -2.891858 0.07 0.20 0.50 0.023
N 0.505275 1.262291 -2.440800 -1.08 2.89 -1.91 0.185
H -1.837769 -0.295828 -0.802841 1.50 -0.18 -0.90 0.128
H -0.229648 -1.129371 -1.381464 -1.06 1.23 -0.21 0.097
H -1.847249 -2.330056 -2.900579 -0.15 1.38 0.93 0.084
H 0.773169 2.188532 -2.865663 -0.84 -1.63 0.66 0.152
H 1.198562 0.817464 -1.967982 2.15 -1.41 1.60 0.008
H -1.720659 -0.881864 -3.784544 -0.33 0.58 0.00 0.061
H -3.022559 -1.010315 -2.529009 -0.56 0.11 -0.47 0.053
```
Positions in Å, forces in eV/Å.

Kohn-Sham gap in eV: 9.144
Relative energy (zero: lowest compared OMol25 entry of this formula, charge and spin) in kcal/mol: 32.1
Total energy in eV: -16197.7004
Maximum force in eV/A: 4.24
Total charge: 0

---

ORCA calculation (the ωB97M-V functional and the def2-TZVPD basis) on a cluster of 2 separate species, C4H11NO in total.

XYZ file:
```
17
Properties=species:S:1:pos:R:3:forces:R:3:lowdin_charge:R:1
C 1.521698 0.590299 1.541496 -0.21 0.10 0.53 -0.167
N 2.074740 0.576390 0.213111 0.65 0.34 0.32 -0.188
C 2.278526 -0.744417 -0.305445 -1.04 -1.14 0.02 -0.170
H 2.132452 -0.019791 2.204278 0.12 -0.27 -0.06 0.071
H 0.484864 0.212438 1.631253 0.13 0.02 -0.16 0.070
H 1.557779 1.579072 2.006812 -0.10 0.10 -0.37 0.075
H 1.628119 1.232483 -0.403709 -0.17 -0.18 -0.21 0.096
H 2.630518 -0.800893 -1.333994 0.30 0.43 0.10 0.074
H 2.929335 -1.335240 0.348343 0.33 0.38 -0.13 0.075
H 1.351952 -1.360443 -0.307547 -0.06 0.23 -0.04 0.068
O -1.899732 1.591882 -1.328585 -0.75 0.40 -0.49 0.035
C -2.673221 0.891074 -0.725170 2.52 -0.75 1.25 -0.318
C -2.699066 -0.592922 -0.910697 -1.88 -0.96 -1.02 -0.069
H -3.031757 1.218804 0.266939 -0.83 0.38 -0.27 0.114
H -3.717402 -0.999824 -0.795751 0.11 0.27 0.45 0.075
H -2.480370 -0.923165 -1.928265 0.68 0.34 0.11 0.079
H -2.088437 -1.115744 -0.173070 0.19 0.31 -0.02 0.080
```
Positions in Å, forces in eV/Å.

Kohn-Sham gap in eV: 9.280
Relative energy (zero: lowest compared OMol25 entry of this formula, charge and spin) in kcal/mol: 44.2
Total energy in eV: -7862.6354
Maximum force in eV/A: 2.91
Total charge: 0

---

ORCA calculation (the ωB97M-V functional and the def2-TZVPD basis) on the molecule C4H12N2O.

XYZ file:
```
19
Properties=species:S:1:pos:R:3:forces:R:3:lowdin_charge:R:1
C -0.406189 1.445711 -1.300107 0.93 -1.61 -1.15 -0.215
O 0.535740 2.121672 -2.179738 -0.11 -0.18 0.02 -0.105
C 0.263124 0.265199 -0.533423 -1.72 -0.16 0.69 -0.404
C -0.843721 -0.551302 0.236810 -1.23 -3.53 -0.87 -0.147
C -0.255006 -1.881314 0.881885 -0.37 -1.29 -0.23 -0.336
N -0.382990 -1.965611 2.311182 -3.46 1.34 4.53 -0.085
N 1.190450 0.863777 0.391443 4.43 -2.46 -0.15 0.032
H -1.112895 0.932865 -1.950512 -0.72 0.37 0.08 0.102
H -0.926081 2.126640 -0.565969 0.89 -0.36 -1.08 0.141
H 0.746305 -0.496465 -1.186116 -0.11 0.94 0.07 0.147
H -1.430492 -0.075299 1.008453 0.56 0.93 0.51 0.082
H -1.759787 -1.016758 -0.325155 1.77 1.28 -0.17 0.133
H -0.511792 -2.921450 0.500840 -1.01 1.45 -0.51 0.116
H 0.786068 -2.016022 0.721873 1.44 0.94 -0.47 0.067
H -0.635968 -2.893005 2.734185 0.63 0.98 -1.20 0.069
H -1.216672 -1.346971 2.807679 2.77 -1.70 -2.22 0.131
H 0.834050 1.570495 -2.957150 -0.90 0.54 1.62 0.108
H 0.756580 1.019527 1.234450 -1.69 0.96 2.27 0.025
H 1.983294 0.186136 0.785958 -2.08 1.54 -1.74 0.140
```
Positions in Å, forces in eV/Å.

Kohn-Sham gap in eV: 9.810
Relative energy (zero: lowest compared OMol25 entry of this formula, charge and spin) in kcal/mol: 76.5
Total energy in eV: -9367.8756
Maximum force in eV/A: 5.85
Total charge: 0

---

ORCA calculation (the ωB97M-V functional and the def2-TZVPD basis) on a structure of composition C6H9BBrF4HgO2.

XYZ file:
```
24
Properties=species:S:1:pos:R:3:forces:R:3:lowdin_charge:R:1
C 2.534183 -0.185635 1.222511 1.67 -0.85 0.00 -0.061
C 2.402051 0.343865 -0.324341 -0.51 3.20 2.68 -0.229
F 2.826362 -0.704464 -1.323067 1.81 2.43 4.83 -0.362
C 0.944297 0.985099 -0.714605 0.61 0.16 -1.89 -0.081
C -0.204849 -0.108839 -1.132458 -1.87 1.21 5.04 -0.247
C -0.492619 -1.412674 -0.181322 -0.92 -2.56 -2.35 -0.117
O -1.892306 -1.338005 0.353978 3.35 1.67 -0.44 0.032
B -2.094259 0.143439 0.428822 -0.66 -1.02 -0.93 -1.037
Br -1.179743 0.558943 2.185904 0.59 0.09 0.21 0.989
C -3.621051 0.719644 0.701807 -1.70 1.28 -0.61 -0.190
F -4.417772 -0.168082 1.611334 2.23 3.33 -3.13 0.015
F -4.290530 0.927884 -0.629633 1.36 -0.72 4.44 0.008
F -3.470769 2.088583 1.298918 -1.21 -4.04 -1.65 -0.041
O -1.452972 0.638535 -0.835307 1.72 -1.06 -0.55 0.034
H 3.687603 -0.076124 1.510821 -2.56 -0.30 -0.60 0.112
H 2.285005 -1.327458 1.375131 0.33 2.35 -0.49 0.094
H 1.936283 0.436608 2.014347 0.91 -1.01 -2.00 0.088
H 3.194119 1.228283 -0.440924 -1.66 -2.23 -0.03 0.173
H 0.518346 1.744896 0.099255 1.18 -2.12 -1.54 0.148
H 1.125829 1.658433 -1.683324 -0.48 -1.44 2.00 0.149
H -0.039869 -0.550375 -2.203534 -0.33 0.65 0.42 0.066
H -0.620281 -2.305994 -0.956068 0.25 1.60 1.63 0.158
H 0.340715 -1.828790 0.527027 -1.70 1.27 -0.81 0.144
Hg 1.982228 -1.467772 -2.905272 -2.39 -1.88 -4.21 1.155
```
Positions in Å, forces in eV/Å.

Kohn-Sham gap in eV: 2.970
Total energy in eV: -96211.0983
Maximum force in eV/A: 5.70
Total charge: +1